ORCA calculation (ωB97M-V/def2-TZVPD) on a molecular structure, C32H44N7O2PPtSTe at a distorted geometry.

Properties
- LUMO level (eV) = -7.96
- highest occupied orbital energy (eV) = -12.9
- Kohn-Sham gap (eV) = 4.928
- total energy (eV) = -79070.544

ORCA input file:
```
! RIJCOSX wB97M-V def2-TZVPD def2/J DEFGRID3
* xyz 2 1
H 0.6292 -1.7090 2.9916
C 0.1897 6.4533 -2.3573
N -1.6352 1.3681 -0.4939
H 2.3238 1.5094 -0.7259
N 2.0237 0.1865 -2.1606
N 0.0060 -0.8356 -1.9364
C 1.1048 -0.6949 -2.6445
H 3.7237 -6.5531 4.2100
C 1.7145 -1.7477 2.9374
C -2.1843 -1.1552 2.6523
C -4.4121 -1.0296 -0.0539
C 2.6242 -4.8459 4.9059
H -2.5498 3.4653 1.4605
H 1.5702 -3.0229 5.3198
N 1.4048 -1.3955 -3.7306
C -1.0106 -3.0689 -1.8676
H -1.2486 -1.3881 3.1706
H 2.5193 -5.2247 5.9144
H -3.3795 -2.0531 4.1666
C -1.2909 1.7600 -3.3746
C -3.2513 -2.1567 3.0886
H 4.0138 -5.6673 1.9280
C 3.4710 -5.0915 2.6694
H -0.7660 -3.8745 2.0375
C -1.2467 2.6260 -0.9788
H -0.3409 4.2250 -3.8330
C -2.5847 0.2806 2.9999
H 2.5078 -3.8962 0.1979
H -2.6167 0.4019 4.0821
C -0.6234 4.9167 -0.5412
H -0.4227 7.2628 -1.9587
N -1.0515 -1.6780 -2.5095
C 2.2457 -3.1138 3.2813
H 1.0867 1.9393 -1.7501
H 4.1170 -3.3136 0.5928
P -1.7745 -1.2018 0.8597
Te 2.3611 -1.2805 0.9580
C -3.9953 1.5355 -1.0191
C -6.8694 -0.9307 -0.5944
C -1.0085 2.8332 -2.3573
H -3.8385 2.5406 -1.3914
H -4.5729 -2.0386 0.3113
C -2.8901 0.8246 -0.5119
H -2.3362 1.8026 -3.6915
H -1.0476 2.6299 1.7932
H -1.9148 -1.2446 -2.1424
H 0.5652 -1.8173 -4.1612
H -1.8690 0.9975 2.6149
H -1.1113 0.7680 -2.9777
N 1.5438 1.1537 -1.2719
C 2.0908 -3.6133 4.5734
H -1.1709 -3.7498 -2.6944
S 1.2016 1.5434 1.6714
H 2.0904 -0.9814 3.6119
C 3.0798 -3.3178 0.9258
O -2.0618 -3.1612 -0.9961
H -4.2149 -1.9473 2.6223
H 0.2950 -3.2864 0.7583
H 1.2050 6.6157 -1.9888
H -6.0826 1.5375 -1.4155
C -5.2459 0.9641 -1.0309
C -1.0706 3.6963 -0.0668
Pt -0.0298 0.1055 0.0515
C 3.3110 -5.5865 3.9514
H -0.6816 1.8987 -4.2685
H -1.1254 4.3843 1.9663
H 2.7559 0.4735 -2.7954
H -6.8809 -1.9659 -0.2577
H -2.9745 -3.1941 2.8969
O -1.0759 -1.7264 -3.8416
C -3.1307 -0.4486 0.0063
H -7.2869 -0.8872 -1.6014
N 0.0856 0.9601 4.2099
H -2.7612 -3.3844 0.8186
H -0.0297 -3.2126 -1.4168
C -5.4829 -0.3424 -0.5650
C -0.5326 4.0700 -2.7755
H -7.5408 -0.3535 0.0439
C -0.3278 5.1236 -1.8883
C 2.9273 -3.8550 2.3260
H -0.6358 -4.7843 0.5301
C 0.5264 1.2130 3.1731
H 2.1903 -1.1337 -4.3060
C -1.8380 -3.0020 0.3883
H -3.5688 0.5162 2.5899
C -1.4616 3.5352 1.3728
C -0.6562 -3.7794 0.9550
H 0.2034 6.5230 -3.4429
H -0.5187 5.7454 0.1522
*
```

Mulliken population analysis, charges in e, atoms 1 to 5: H -0.818; C -1.555; N 0.963; H 0.494; N -0.255